17
Properties=species:S:1:pos:R:3 method="wB97M-V/def2-TZVPD" smiles=COOOC(C)C total_charge=0 mol_weight_g_mol=106.12 lumo_ev=0.963 e_homo_ev=-9.16 de_lowest_ev=7.195 orbital_gap_ev=10.12
C 2.647 0.108 -0.164
O 2.096 -0.929 1.055
O 0.772 -0.762 1.143
O 0.296 -0.895 -0.292
C -0.948 -0.232 -0.477
C -0.835 1.274 -0.254
C -2.038 -0.873 0.382
H 3.617 -0.366 -0.247
H 2.663 1.058 0.366
H 2.212 0.208 -1.153
H -1.151 -0.438 -1.537
H -0.058 1.694 -0.889
H -1.778 1.758 -0.510
H -0.598 1.479 0.785
H -1.793 -0.751 1.439
H -2.103 -1.936 0.162
H -3.002 -0.396 0.191